P.
Below is a cluster of 3 separate species, C7H16O3 in total, with properties calculated with ωB97M-V with the def2-TZVPD basis set.

Element x y z (Å)
O (1.6321, 1.1303, -0.8497)
O (0.7366, -0.7286, 2.7458)
O (0.9148, 1.1012, 1.2470)
C (0.7141, -1.7612, 2.0288)
C (-0.7353, 0.0757, -1.9729)
C (-0.6986, 0.6352, -0.5458)
C (1.5465, -1.4584, -0.0405)
C (0.7232, 0.6781, 0.0370)
C (-1.1467, 2.1209, -0.5724)
C (-1.6499, -0.1582, 0.3522)
H (-2.1579, 2.1826, -0.9786)
H (-1.7448, 0.1879, -2.3736)
H (-1.1495, 2.5447, 0.4320)
H (-2.6776, 0.0090, 0.0252)
H (1.5132, -2.4990, 2.1472)
H (-0.4877, -0.9854, -1.9929)
H (-1.5750, 0.1440, 1.3972)
H (2.5709, -1.2328, 0.2525)
H (0.7090, 0.3673, 2.0035)
H (-0.0469, 0.6058, -2.6305)
H (1.3614, -2.5320, 0.0046)
H (2.4162, 1.4028, -0.3508)
H (-0.2300, -2.1434, 1.6329)
H (-1.4475, -1.2256, 0.2804)
H (1.3957, -1.1786, -1.0767)
H (-0.4862, 2.7178, -1.2021)

Results
charge	0
HOMO energy (alpha / beta)	-8.3219 / -8.3215	eV
E_LUMO (alpha / beta)	0.02142 / 0.02141	Eh
orbital gap (alpha / beta)	8.9 / 8.9	eV

=====

Q.
Below is a cluster of 2 separate species, C7H16O3 in total, with properties calculated with ωB97M-V with the def2-TZVPD basis set.

Element x y z (Å)
O (1.5696, -1.5058, 2.6060)
O (-0.2122, 2.6476, -2.2168)
O (2.7019, 1.2800, 1.4580)
C (-0.6108, 1.1396, -0.4070)
C (0.3588, -1.2377, 2.5358)
C (0.3267, 1.5271, -1.5380)
C (-0.1815, -0.0688, 1.7665)
C (-1.1510, -1.6711, -1.6611)
C (-1.1667, -1.3497, -0.1710)
C (-0.2296, -0.2060, 0.2465)
H (-1.6407, 1.0963, -0.7955)
H (2.9640, 1.2400, 0.5349)
H (-0.5937, 1.9520, 0.3356)
H (1.3191, 1.7663, -1.1163)
H (-0.1201, -1.7894, -2.0279)
H (-1.1921, 0.1604, 2.1520)
H (0.4545, 0.6795, -2.2322)
H (-0.3756, -2.0260, 2.7979)
H (-2.1928, -1.0881, 0.1371)
H (2.7281, 0.2802, 1.8484)
H (-1.6930, -2.6064, -1.8611)
H (0.3029, 2.8170, -3.0096)
H (-0.8919, -2.2538, 0.3921)
H (0.7818, -0.4830, -0.0964)
H (0.3760, 0.5810, 2.5782)
H (-1.6317, -0.8812, -2.2561)

Results
charge	0
HOMO energy	-9.9179	eV
E_LUMO	0.02630	Eh
orbital gap	10.6	eV
SMILES string	CC[C@H](CC=O)CCO.O

=====

R.
Below is a cluster of 4 separate species, C7H16O3 in total, with properties calculated with ωB97M-V with the def2-TZVPD basis set.

Element x y z (Å)
O (0.1689, 0.9078, -2.8569)
O (-2.1560, 1.2930, -1.5770)
O (-0.7657, 2.1696, 1.1966)
C (0.7484, -0.6986, 0.6215)
C (2.0470, -0.0358, 0.4119)
C (0.4633, -1.5746, -1.7496)
C (2.2764, 1.2597, 0.5467)
C (0.2441, -0.9304, 1.8324)
C (-1.0699, -1.5684, 2.1727)
C (-0.0368, -1.1418, -0.6024)
H (3.2598, 1.7138, 0.6118)
H (1.5486, -1.6024, -1.9399)
H (2.8360, -0.7388, 0.1807)
H (-1.2017, 1.7138, 0.4596)
H (0.4928, 0.6955, -1.9770)
H (-1.5488, 0.8125, -2.1808)
H (-0.1350, -1.7252, -2.6346)
H (-1.6382, -1.2052, 3.0202)
H (1.4993, 1.9131, 0.9502)
H (-2.8940, 0.6824, -1.3929)
H (-0.6440, -2.5459, 2.4507)
H (0.0348, 1.8449, -3.0202)
H (-1.7504, -1.6595, 1.3350)
H (0.8135, -0.6520, 2.7214)
H (-1.0940, -1.1831, -0.3929)
H (-1.4984, 2.2553, 1.8127)

Results
charge	0
HOMO energy	-8.6734	eV
E_LUMO	0.02208	Eh
orbital gap	9.3	eV
SMILES string	C=CC(C=C)=CC.O.O.O

=====

Most favorable first, least favorable last: Q, R, P

=====

P.
Below is a cluster of 2 separate species, C2H5PS in total, with properties calculated with ωB97M-V with the def2-TZVPD basis set.

Element x y z (Å)
S (1.5252, 1.0523, -0.0453)
P (1.5056, -0.9372, -0.0679)
C (-1.5849, 0.0176, 0.3420)
C (-1.3025, 1.1752, -0.1210)
H (-2.5791, -0.3730, 0.5393)
H (-1.5322, 2.1392, -0.4792)
H (2.7193, -1.1464, 0.5969)
H (-0.7998, -0.7178, 0.5693)
H (2.0484, -1.2100, -1.3339)

Results
charge	0
HOMO energy (alpha / beta)	-8.5465 / -8.4444	eV
E_LUMO (alpha / beta)	-0.01696 / -0.04972	Eh
orbital gap (alpha / beta)	8.1 / 7.1	eV

=====

Q.
Below is the molecule C2H5PS, with properties calculated with ωB97M-V with the def2-TZVPD basis set.

Element x y z (Å)
S (3.0094, 0.3115, -0.4018)
P (0.8884, -1.8543, 0.3817)
C (0.3080, 0.8796, 0.0876)
C (1.2158, -0.1634, -0.0381)
H (0.7039, 1.9141, -0.1707)
H (-0.6389, 0.6614, -0.6277)
H (-0.5167, -1.8681, 0.0938)
H (1.4252, -2.2411, -0.7292)
H (-0.0841, 0.8504, 1.0899)

Results
charge	0
HOMO energy	-8.5292	eV
E_LUMO	-0.03225	Eh
orbital gap	7.7	eV
SMILES string	CC(P)=S

=====

Most favorable first, least favorable last: Q, P

=====

P.
Below is a cluster of 2 separate species, C5H9ClN2 in total, with properties calculated with ωB97M-V with the def2-TZVPD basis set.

Element x y z (Å)
Cl (0.1787, -1.7749, 0.9218)
N (-2.1783, 1.5561, 1.0443)
N (-2.4705, -1.5083, -0.6453)
C (-2.2852, 0.7532, 0.1794)
C (0.5020, -0.0953, 0.6414)
C (1.3937, 0.2001, -0.5102)
C (0.2431, 0.8186, 1.6946)
C (-2.0849, -0.1876, -0.7472)
H (1.3063, 1.2480, -0.7841)
H (-2.4933, -1.8744, 0.2944)
H (-1.7965, 0.1439, -1.7362)
H (2.4356, 0.0051, -0.2320)
H (-0.8443, 1.3511, 1.5300)
H (0.1014, 0.3703, 2.6720)
H (-2.0176, -2.1270, -1.3003)
H (1.1653, -0.4229, -1.3719)
H (0.9116, 1.6729, 1.7155)

Results
charge	0
HOMO energy (alpha / beta)	-7.1061 / -7.2692	eV
E_LUMO (alpha / beta)	-0.00280 / 0.01009	Eh
orbital gap (alpha / beta)	7.0 / 7.5	eV

=====

Q.
Below is a cluster of 2 separate species, C5H9ClN2 in total, with properties calculated with ωB97M-V with the def2-TZVPD basis set.

Element x y z (Å)
Cl (0.1064, -2.5307, 0.7350)
N (-0.2915, -0.1754, -0.7608)
N (2.5086, -0.7316, 2.5203)
C (1.9501, 1.6368, 1.6290)
C (-2.5297, 0.1809, -1.8312)
C (-1.2549, -0.7854, -1.6845)
C (2.0243, 0.2370, 1.9528)
C (0.3529, -0.6715, 0.1548)
H (2.4725, 2.1861, 2.3735)
H (-2.8170, 0.0873, -2.8533)
H (2.4954, 1.7998, 0.6169)
H (0.9098, 1.7300, 1.3733)
H (-1.5587, -1.7506, -1.2587)
H (-0.8920, -0.6761, -2.7054)
H (-2.0791, 1.2395, -1.6928)
H (1.9203, -1.4968, 2.7520)
H (-3.3174, -0.2791, -1.3210)

Results
charge	0
HOMO energy (alpha / beta)	-7.5556 / -7.5577	eV
E_LUMO (alpha / beta)	-0.01664 / -0.01655	Eh
orbital gap (alpha / beta)	7.1 / 7.1	eV

=====

Most favorable first, least favorable last: P, Q

=====

P.
Below is the molecule C5H9ClN2, with properties calculated with ωB97M-V with the def2-TZVPD basis set.

Element x y z (Å)
Cl (2.8589, 0.2707, -0.0649)
N (-0.3430, -0.4079, -0.5282)
N (-0.7743, -1.4827, 1.5371)
C (0.5732, 0.5929, 1.3638)
C (0.3561, 0.7146, -1.0604)
C (-0.2581, -0.5478, 0.8161)
C (1.3016, 1.0912, 0.1134)
C (-1.4117, -1.0559, -1.2473)
H (-1.0484, -1.2857, -2.2443)
H (1.2099, 0.2758, 2.1789)
H (-2.2263, -0.3584, -1.2947)
H (1.5308, 2.1236, 0.1606)
H (-1.6132, -1.9775, -0.7068)
H (-0.6123, -1.3842, 2.5172)
H (0.8765, 0.4785, -1.9655)
H (-0.3335, 1.5587, -1.3410)
H (-0.0862, 1.3942, 1.7659)

Results
charge	0
HOMO energy	-8.6338	eV
E_LUMO	0.03008	Eh
orbital gap	9.5	eV
SMILES string	[H]/N=C1\C[C@@H](Cl)CN1C

=====

Q.
Below is the molecule C5H9ClN2, with properties calculated with ωB97M-V with the def2-TZVPD basis set.

Element x y z (Å)
Cl (-2.0059, -0.0364, 2.0219)
N (0.0643, -0.5874, -1.2613)
N (0.2534, 0.4222, -0.4130)
C (0.5580, 0.1301, 0.9588)
C (-0.3992, -0.7231, 1.7478)
C (0.2518, 1.7857, -0.8523)
C (-0.3130, -0.4350, -2.4614)
C (-0.1951, -2.0111, 2.0686)
H (0.5312, 2.4724, -0.0492)
H (-0.7494, 2.0338, -1.1758)
H (0.7928, -2.4152, 1.9138)
H (-0.8932, -2.5557, 2.6588)
H (-0.5392, -1.3697, -3.0038)
H (0.9577, 1.9303, -1.6505)
H (-0.5110, 0.5284, -2.9536)
H (0.5928, 1.1588, 1.3986)
H (1.6041, -0.3282, 1.0525)

Results
charge	0
HOMO energy	-8.3465	eV
E_LUMO	0.03306	Eh
orbital gap	9.2	eV
SMILES string	C=NN(C)CC(=C)Cl

=====

Most favorable first, least favorable last: P, Q

=====

P.
Below is the ion C4H12NO with charge +1, with properties calculated with ωB97M-V with the def2-TZVPD basis set.

Element x y z (Å)
O (2.0430, 1.4400, -0.1961)
N (-0.4313, -1.2773, 0.3071)
C (-1.8894, -1.3971, 0.6113)
C (-0.8830, 0.9965, -0.7563)
C (1.3932, 0.1909, -0.3027)
C (-0.0363, 0.2168, 0.2478)
H (-2.4777, -1.1032, -0.2488)
H (-0.0642, 0.5160, 1.2948)
H (-0.2937, 1.9024, -0.9339)
H (2.0368, 1.7797, 0.7091)
H (-2.1257, -0.7712, 1.4626)
H (1.9539, -0.5451, 0.2920)
H (-1.8586, 1.3027, -0.3754)
H (0.0940, -1.7866, 1.0195)
H (-0.1382, -1.6722, -0.5900)
H (-0.9854, 0.4944, -1.7217)
H (1.4564, 0.0206, -1.3837)
H (-2.1685, -2.4088, 0.9125)

Results
charge	+1
HOMO energy	-14.7230	eV
E_LUMO	-0.12566	Eh
orbital gap	11.3	eV
SMILES string	C[NH2+][C@H](C)CO

=====

Q.
Below is a cluster of 2 separate species, C4H12NO in total, with properties calculated with ωB97M-V with the def2-TZVPD basis set.

Element x y z (Å)
O (-1.1108, -1.5804, -0.2522)
N (0.2744, -0.0477, 1.5875)
C (-1.2839, -1.8237, 1.1192)
C (-0.8691, -0.6205, 1.9579)
C (0.5431, 1.3131, -2.2347)
C (1.5937, 1.0426, -1.1744)
H (-2.3571, -1.9468, 1.2388)
H (-0.2567, -1.1568, -0.4075)
H (0.4771, 0.5520, -3.0080)
H (-0.9094, -0.8183, 3.0613)
H (-0.4424, 1.4636, -1.8012)
H (2.6085, 0.9063, -1.5301)
H (1.3233, 0.1769, -0.5769)
H (1.6825, 1.9427, -0.5555)
H (-0.7430, -2.7288, 1.4012)
H (0.7489, 2.2546, -2.7459)
H (0.3691, 0.8810, 2.0566)
H (-1.6480, 0.1901, 1.8637)

Results
charge	+1
HOMO energy	-15.1653	eV
E_LUMO	-0.35754	Eh
orbital gap	5.4	eV

=====

Most favorable first, least favorable last: P, Q

=====

P.
Below is the ion C4H12NO with charge +1, with properties calculated with ωB97M-V with the def2-TZVPD basis set.

Element x y z (Å)
O (2.5693, 0.3159, -0.4038)
N (0.6210, -1.4074, -0.6159)
C (1.4854, 0.6471, 0.4469)
C (-0.9688, -0.0557, 0.6831)
C (-2.2868, 0.5539, -0.0694)
C (0.2288, -0.0190, -0.1938)
H (-3.1223, -0.0934, 0.2454)
H (3.3233, 0.9298, -0.1545)
H (-2.6254, 1.5689, 0.2412)
H (1.5827, 0.2809, 1.4400)
H (-0.0170, 0.5362, -1.1261)
H (-1.0268, 0.6692, 1.4578)
H (1.5563, -1.3652, -0.8855)
H (0.2758, -1.7321, -1.5851)
H (-1.4130, -1.0038, 0.9739)
H (-2.1597, 0.5263, -1.1566)
H (0.7990, -2.0622, 0.1596)
H (1.1779, 1.7104, 0.5428)

Results
charge	+1
HOMO energy	-15.2166	eV
E_LUMO	-0.13139	Eh
orbital gap	11.6	eV
SMILES string	CC[C@H]([NH3+])CO

=====

Q.
Below is a cluster of 3 separate species, C4H12NO in total, with properties calculated with ωB97M-V with the def2-TZVPD basis set.

Element x y z (Å)
O (-0.3307, -1.6332, 1.3094)
N (2.2710, 0.0759, 1.5554)
C (-1.2846, 1.9159, -0.0561)
C (0.0069, -0.0219, -1.3004)
C (0.0687, -1.2018, -2.0856)
C (-1.2090, 0.5699, -0.7435)
H (-0.7778, -0.8875, 0.8212)
H (-0.3082, 2.0438, 0.4504)
H (-1.3657, 2.7678, -0.7448)
H (-0.7817, -1.7552, -2.4626)
H (2.3781, 0.3170, 2.6211)
H (0.9497, 0.4175, -1.0526)
H (0.9984, -1.3240, -2.6223)
H (-2.1134, -0.0970, -0.7963)
H (1.4816, -0.6277, 1.5145)
H (3.1454, -0.4056, 1.2510)
H (-1.0485, -2.1886, 1.6248)
H (-2.0802, 2.0347, 0.7161)

Results
charge	+1
HOMO energy	-13.0334	eV
E_LUMO	-0.27427	Eh
orbital gap	5.6	eV

=====

R.
Below is the ion C4H12NO with charge +1, with properties calculated with ωB97M-V with the def2-TZVPD basis set.

Element x y z (Å)
O (0.3876, 2.5111, 0.1115)
N (0.6382, 0.5021, -1.2063)
C (0.1416, -0.9038, 0.6925)
C (-0.4808, 0.1286, -0.2588)
C (-0.5526, 1.4812, 0.5706)
C (-0.0569, -2.3052, 0.0283)
H (-0.1956, 1.2374, 1.5598)
H (-0.4046, -0.8328, 1.6532)
H (-1.3385, -0.2405, -0.8221)
H (0.6287, -0.2638, -1.8881)
H (-1.1410, -2.3244, -0.3347)
H (0.8112, -2.5813, -0.5422)
H (-0.1294, -3.1133, 0.7725)
H (1.1405, -0.6407, 0.9695)
H (0.0334, 3.3200, 0.4963)
H (0.4580, 1.4002, -1.6636)
H (-1.4763, 1.9981, 0.6162)
H (1.5366, 0.6273, -0.7548)

Results
charge	+1
HOMO energy	-15.2095	eV
E_LUMO	-0.12182	Eh
orbital gap	11.9	eV
SMILES string	CC[C@H]([NH3+])CO

=====

Most favorable first, least favorable last: R, P, Q

=====

P.
Below is a cluster of 2 separate species, C4H12NO in total, with properties calculated with ωB97M-V with the def2-TZVPD basis set.

Element x y z (Å)
O (-1.3575, -0.4476, -2.0384)
N (0.7095, -0.0906, -0.3283)
C (1.0469, 0.1183, 1.0998)
C (1.4960, -1.1123, 1.7978)
C (0.9946, 1.3529, 1.5515)
C (-2.3599, 0.3721, -1.3996)
H (1.6700, -0.8986, 2.8457)
H (-2.2471, 1.4050, -1.7291)
H (1.1858, 1.5798, 2.5883)
H (0.7378, -1.9018, 1.7463)
H (-2.2403, 0.3025, -0.3179)
H (1.4957, -0.4520, -0.8735)
H (0.7549, 2.1973, 0.9157)
H (-0.0727, -0.7466, -0.4622)
H (2.4013, -1.5317, 1.3606)
H (0.3748, 0.7704, -0.7628)
H (-3.3656, 0.0572, -1.6630)
H (-1.8132, -1.0458, -2.6462)

Results
charge	+1
HOMO energy	-14.7630	eV
E_LUMO	-0.11925	Eh
orbital gap	11.5	eV

=====

Q.
Below is a cluster of 2 separate species, C4H12NO in total, with properties calculated with ωB97M-V with the def2-TZVPD basis set.

Element x y z (Å)
O (2.0577, 0.7233, 2.9072)
N (1.0110, -0.4299, 0.1714)
C (-1.0503, -0.8414, -1.2330)
C (0.0725, 0.0700, -0.8949)
C (-2.3376, -0.5336, -0.4159)
C (0.3849, 1.2831, -1.3545)
H (-2.0179, -0.1459, 0.5525)
H (-0.4406, 1.8722, -1.7385)
H (-0.7967, -1.8827, -1.0200)
H (2.9525, 1.0147, 2.6985)
H (-2.8159, -1.4830, -0.1894)
H (1.9862, -0.4785, -0.0817)
H (1.9920, 1.2268, 3.7356)
H (-3.0285, 0.2167, -0.7860)
H (1.4166, 1.5666, -1.5248)
H (0.7615, -1.3940, 0.4143)
H (1.0681, 0.0646, 1.0666)
H (-1.2153, -0.8490, -2.3074)

Results
charge	+1
HOMO energy	-14.0727	eV
E_LUMO	-0.12536	Eh
orbital gap	10.7	eV

=====

Most favorable first, least favorable last: P, Q

=====

P.
Below is a structure of composition C2H8NO3P, with properties calculated with ωB97M-V with the def2-TZVPD basis set.

Element x y z (Å)
P (-0.8500, -0.5083, 0.5716)
O (-0.7381, 1.7699, 0.2002)
O (-1.8242, -0.4147, 1.7816)
O (0.5298, -0.8688, 1.2052)
N (-1.0358, -1.4245, -0.6856)
C (0.0124, 2.1312, -0.8888)
C (1.5471, -1.4734, 0.3547)
H (-0.5665, 2.7151, -1.5416)
H (0.3267, 1.2494, -1.5189)
H (-2.1656, 0.4123, 2.0841)
H (2.1202, -2.2720, 1.0221)
H (1.0107, -1.9093, -0.5724)
H (2.3745, -0.7344, 0.1395)
H (1.0097, 2.6539, -0.7338)
H (-1.7509, -1.3263, -1.4180)

Results
charge	0
HOMO energy	-9.2090	eV
E_LUMO	0.00453	Eh
orbital gap	9.3	eV

=====

Q.
Below is the molecule C2H8NO3P, with properties calculated with ωB97M-V with the def2-TZVPD basis set.

Element x y z (Å)
P (0.1268, -0.0358, 0.6320)
O (0.0032, -1.0434, -0.6551)
O (-1.2506, 0.6439, 0.6112)
O (-0.0112, -1.0449, 1.8408)
N (1.2810, 0.9849, 0.6177)
C (-1.5443, 1.8860, 0.0565)
C (1.0846, -1.6998, -1.2911)
H (-0.6568, 2.4985, -0.0738)
H (1.9020, -1.0930, -1.4705)
H (1.3129, -2.5291, -0.6735)
H (-0.8260, -1.6025, 1.7167)
H (-1.9304, 1.7201, -0.9659)
H (-2.2302, 2.5399, 0.4856)
H (2.0011, 0.8705, 1.4302)
H (0.7379, -2.0953, -2.2608)

Results
charge	0
HOMO energy	-9.2070	eV
E_LUMO	0.02421	Eh
orbital gap	9.9	eV
SMILES string	COP(=N)(O)OC

=====

Most favorable first, least favorable last: Q, P

=====

P.
Below is a cluster of 2 separate species, CH5OS in total, with properties calculated with ωB97M-V with the def2-TZVPD basis set.

Element x y z (Å)
S (-0.9411, 0.4159, 0.7476)
O (1.7218, 1.7410, -0.1947)
C (-0.8180, -1.2720, -0.0521)
H (-1.6057, -1.3189, -0.8036)
H (1.6232, 2.5676, 0.3107)
H (0.8394, 1.3309, -0.1169)
H (0.1397, -1.3860, -0.5552)
H (-0.9592, -2.0785, 0.6641)

Results
charge	-1
HOMO energy	-2.4168	eV
E_LUMO	0.15969	Eh
orbital gap	6.8	eV

=====

Q.
Below is a cluster of 2 separate species, CH5OS in total, with properties calculated with ωB97M-V with the def2-TZVPD basis set.

Element x y z (Å)
S (1.5934, -0.6276, -0.2952)
O (-1.0249, 1.1496, 0.3054)
C (-1.9534, 0.1153, 0.1575)
H (-1.6097, -0.8321, 0.5762)
H (-2.3477, -0.0745, -0.8513)
H (1.7664, -0.4651, 1.0378)
H (-0.1573, 0.8132, -0.0621)
H (-2.8498, 0.4135, 0.7275)

Results
charge	-1
HOMO energy	-2.8639	eV
E_LUMO	0.15838	Eh
orbital gap	7.2	eV

=====

Most favorable first, least favorable last: P, Q